<P>
Formula: C3H7N5
Source: the Open Molecules 2025 dataset
Level of theory: ωB97M-V/def2-TZVPD

LUMO	0.81	eV
2S+1	1
SMILES	[H]/N=c1\cc(N)[nH]n1N
gap between HOMO and LUMO	0.31300	Eh

Geometry as XYZ:
```
15
Properties=species:S:1:pos:R:3:mulliken_charge:R:1
H -1.8985 2.3175 0.0297 0.21
N -1.9691 1.2957 -0.0132 -0.83
C -0.8397 0.7248 -0.1563 0.49
C 0.5317 1.1260 0.0667 -0.68
C 1.2406 -0.0634 -0.0174 0.34
N 2.6267 -0.2319 0.1680 -0.58
N 0.3846 -1.1259 -0.0501 -0.17
N -0.8640 -0.6610 -0.3736 0.24
N -1.9034 -1.3972 0.3401 -0.75
H 0.9704 2.0985 0.1451 0.30
H 2.9003 0.6869 0.4823 0.28
H 3.2066 -0.3046 -0.6497 0.27
H 0.5837 -2.0475 -0.3322 0.28
H -2.5138 -0.6359 0.7722 0.33
H -2.4562 -1.7819 -0.4115 0.27
```

---

<Q>
Formula: C3H7N5
Source: the Open Molecules 2025 dataset
Level of theory: ωB97M-V/def2-TZVPD

LUMO	0.88	eV
2S+1	1
gap between HOMO and LUMO	0.32325	Eh

Geometry as XYZ:
```
15
Properties=species:S:1:pos:R:3:mulliken_charge:R:1
C -0.2485 -0.9310 -0.8775 0.34
C -1.2776 1.3194 -1.2702 -0.83
C 1.4810 -0.3077 2.1580 -0.82
N 0.6729 -1.3198 0.2621 -0.89
N -0.0084 0.7091 0.7011 -0.89
N -0.3972 -1.6917 -1.8560 -0.61
N -0.6119 0.3652 -0.4718 0.42
N 0.7043 -0.2937 0.9898 1.10
H -1.5375 2.1299 -0.4941 0.33
H -0.6658 1.5176 -2.1568 0.32
H -2.3010 1.0064 -1.7222 0.24
H 1.2041 -0.9533 2.9322 0.33
H 1.6668 0.6727 2.3335 0.38
H 2.4392 -0.6966 1.9970 0.36
H -1.1205 -1.5266 -2.5250 0.22
```

---

Which one sits at the top of the stability order? <P> does.

---

<P>
Formula: C9H8N2O
Source: the Open Molecules 2025 dataset
Level of theory: ωB97M-V/def2-TZVPD

LUMO	-0.35	eV
2S+1	1
gap between HOMO and LUMO	0.29349	Eh

Geometry as XYZ:
```
20
Properties=species:S:1:pos:R:3:mulliken_charge:R:1
C -3.1210 1.0237 0.2340 -0.99
C -1.8221 0.2335 -0.1500 0.54
C -0.7456 0.8916 -0.0458 -0.49
C 0.6002 0.2857 -0.3084 0.46
C 1.6828 1.0218 -0.4551 -0.51
C 2.9285 -0.8495 0.1065 -0.06
C 1.8826 -1.6687 0.0923 -0.61
C 0.5522 -1.1431 -0.1048 0.66
C -1.7428 -1.1804 -0.2102 0.33
H -3.2574 1.0939 1.6011 0.22
H -3.9651 0.3591 -0.2525 0.29
H -2.8213 2.0293 -0.2861 0.31
H -1.0683 2.0380 -0.0899 0.01
H 1.6117 2.0404 -0.5846 0.49
H 3.8791 0.8828 0.2101 0.37
H 4.0608 -1.1157 0.4852 0.21
H 1.8104 -2.7367 0.5721 0.29
N 2.8536 0.4869 -0.2559 -0.19
N -0.5619 -1.8997 -0.1536 -0.74
O -2.7565 -1.7929 -0.4046 -0.60
```

---

<Q>
Formula: C9H8N2O
Source: the Open Molecules 2025 dataset
Level of theory: ωB97M-V/def2-TZVPD

LUMO	0.54	eV
2S+1	1
SMILES	Nc1cc(=O)c2ccccc2[nH]1
gap between HOMO and LUMO	0.32194	Eh

Geometry as XYZ:
```
20
Properties=species:S:1:pos:R:3:mulliken_charge:R:1
N -0.6891 0.3530 3.5439 -0.58
C -0.5303 0.1225 2.1139 0.50
C -0.3015 -1.1706 1.6428 -0.57
C 0.0383 -1.5535 0.1508 0.43
O 0.0626 -2.7074 -0.2377 -0.67
C 0.0836 -0.4234 -0.7131 0.61
C 0.3930 -0.6556 -2.0163 -0.66
C 0.6987 0.4076 -2.8221 -0.64
C 0.5375 1.7071 -2.3862 -0.43
C 0.1890 1.9759 -1.0964 -0.77
C -0.0013 0.8089 -0.2332 0.53
N -0.5634 1.0650 1.0656 -0.20
H -0.6975 -0.6701 3.9930 0.30
H 0.0277 0.9167 3.9846 0.24
H 0.0980 -2.1050 2.3550 0.06
H 0.5150 -1.6259 -2.3931 0.49
H 0.9743 0.1633 -3.7647 0.48
H 0.9728 2.5976 -2.9461 0.26
H 0.0865 2.9907 -0.7892 0.31
H -0.3537 2.1527 1.3551 0.30
```

---

Which one sits at the top of the stability order? <Q> does.

---

<P>
Formula: C4H8
Source: the Open Molecules 2025 dataset
Level of theory: ωB97M-V/def2-TZVPD

LUMO	1.15	eV
2S+1	1
SMILES	C=C(C)C
gap between HOMO and LUMO	0.37359	Eh

Geometry as XYZ:
```
12
Properties=species:S:1:pos:R:3:mulliken_charge:R:1
C -0.3379 1.5034 0.0081 -1.00
C -0.0472 0.1837 0.0427 0.95
C -1.1485 -0.8138 0.0050 -1.22
C 1.3898 -0.3509 0.0112 -1.12
H -1.3186 1.8677 0.0347 0.32
H 0.4335 2.2685 -0.0928 0.27
H -1.8780 -0.6952 -0.8558 0.28
H -0.7728 -1.8155 -0.0572 0.35
H -1.7418 -0.6985 0.9198 0.29
H 1.4478 -1.4719 -0.0429 0.30
H 1.9825 0.0224 -0.8420 0.29
H 1.9913 0.0000 0.8691 0.28
```

---

<Q>
Formula: C4H8
Source: the Open Molecules 2025 dataset
Level of theory: ωB97M-V/def2-TZVPD

LUMO	1.26	eV
2S+1	1
SMILES	C=C.C=C
gap between HOMO and LUMO	0.41715	Eh

Geometry as XYZ:
```
12
Properties=species:S:1:pos:R:3:mulliken_charge:R:1
C 1.4131 -0.2472 -1.3656 -0.44
C 1.5868 -1.5380 -1.6371 -0.51
H 2.3298 0.3294 -1.4451 0.25
H 0.4255 0.1795 -1.3944 0.25
H 2.5353 -2.0580 -1.5931 0.23
H 0.7741 -2.2042 -1.9191 0.22
C -0.9918 0.7066 1.1878 -0.33
C -1.9875 1.1407 1.9635 -0.52
H -0.1875 0.1150 1.6032 0.27
H -0.9725 1.0244 0.1571 0.10
H -2.2149 0.7520 2.9438 0.26
H -2.7105 1.7999 1.4989 0.22
```

---

<R>
Formula: C4H8
Source: the Open Molecules 2025 dataset
Level of theory: ωB97M-V/def2-TZVPD

LUMO	1.28	eV
2S+1	1
SMILES	C1CCC1
gap between HOMO and LUMO	0.42708	Eh

Geometry as XYZ:
```
12
Properties=species:S:1:pos:R:3:mulliken_charge:R:1
C 0.9914 -0.5404 -0.1274 -0.58
C 0.0338 0.4442 -1.0230 -0.42
C -0.9882 0.3939 0.1047 -0.46
C -0.0459 -0.3189 1.0365 -0.40
H 2.0110 -0.1269 0.0263 0.21
H 1.1819 -1.5540 -0.4418 0.28
H -0.1603 0.0698 -2.0863 0.27
H 0.5287 1.5081 -1.0924 0.20
H -1.8200 -0.3903 -0.2368 0.16
H -1.4728 1.3847 0.3542 0.31
H 0.3230 0.4088 1.8802 0.18
H -0.5383 -1.1730 1.6524 0.26
```

---

Which one sits at the top of the stability order? <P> does.

---

<P>
Formula: C6H11N4
Source: the Open Molecules 2025 dataset
Level of theory: ωB97M-V/def2-TZVPD

LUMO	-5.41	eV
2S+1	1
gap between HOMO and LUMO	0.29927	Eh
total charge	+1

Geometry as XYZ:
```
21
Properties=species:S:1:pos:R:3:mulliken_charge:R:1
C -0.2076 -3.3309 -1.1886 -0.19
C -0.4550 -3.2699 0.1673 -0.47
C 1.1475 0.9966 1.4896 -0.53
C -0.2919 0.5775 1.7699 -0.33
C 0.0485 1.3534 0.6199 0.38
C -0.4574 2.2073 -0.4052 -0.21
N -0.0989 -2.0405 -1.5620 -0.19
N -0.4758 -1.9707 0.5131 -0.45
N -0.2668 -1.2462 -0.5205 0.10
N 0.4849 2.8154 -1.2827 -0.53
H -0.1036 -4.1540 -1.8619 0.44
H -0.6070 -4.0543 0.8752 0.43
H 1.6292 1.7864 2.0566 0.31
H 1.8414 0.2240 1.1886 0.24
H -0.5159 -0.4910 1.5954 0.31
H -0.8885 0.9919 2.5711 0.32
H -1.0827 2.9405 0.1570 0.32
H -1.2059 1.6525 -0.9951 0.35
H 1.3274 3.1474 -0.8346 0.22
H 0.0875 3.5272 -1.8739 0.25
H 0.0906 -1.6625 -2.4794 0.22
```

---

<Q>
Formula: C6H11N4
Source: the Open Molecules 2025 dataset
Level of theory: ωB97M-V/def2-TZVPD

LUMO	-3.90	eV
2S+1	1
gap between HOMO and LUMO	0.35291	Eh
total charge	+1

Geometry as XYZ:
```
21
Properties=species:S:1:pos:R:3:mulliken_charge:R:1
C -1.1226 -2.2367 0.0535 -0.03
C -1.0426 -0.0969 0.2412 0.38
C 0.7097 1.4404 0.6306 -1.31
C -0.5902 1.2479 0.3049 0.86
C -1.4957 2.2805 -0.4032 -1.40
C 2.9994 -0.8010 -0.6436 -0.23
N -0.2695 -1.2153 0.3678 0.03
N -2.3404 -1.8024 -0.0930 -0.87
N -2.2642 -0.4713 -0.0597 0.39
N 2.3863 -1.2603 0.3738 -0.54
H -0.7217 -3.2667 0.0115 0.38
H 1.2759 0.6520 0.9952 0.60
H 1.0419 2.4752 0.7244 0.29
H -2.0903 1.8804 -1.3162 0.35
H -0.9384 3.0768 -0.6731 0.44
H -2.3169 2.6402 0.3396 0.31
H 3.8538 -1.1163 -1.1041 0.32
H -3.1681 -0.0632 -0.0457 0.29
H 0.7997 -1.3877 0.3840 0.33
H 2.7126 -1.9430 1.0172 0.16
H 2.5810 -0.0327 -1.1051 0.25
```

---

Which one sits at the top of the stability order? <Q> does.

---

<P>
Formula: C7H12N3
Source: the Open Molecules 2025 dataset
Level of theory: ωB97M-V/def2-TZVPD

LUMO (spin up / spin down)	-4.21 / -4.22	eV
2S+1	1
gap between HOMO and LUMO (spin up / spin down)	0.21290 / 0.21245	Eh
total charge	+1

Geometry as XYZ:
```
22
Properties=species:S:1:pos:R:3:mulliken_charge:R:1
C 0.8905 1.6369 0.3102 -0.61
C 1.7664 0.5561 -0.0221 1.08
C 1.3631 -0.6551 -0.1973 0.15
C -0.8932 0.1190 0.4243 -0.40
C -3.2282 0.1812 -0.3184 0.00
C 3.2562 0.9004 -0.1124 -1.30
C 1.2432 -2.0520 -0.2006 -1.18
N -0.4280 1.3775 0.4185 -0.04
N -4.4708 -0.3689 -0.2612 -0.42
N -2.1637 -0.3087 0.3659 -0.11
H 1.3199 2.5262 0.6419 0.45
H -3.1418 1.0936 -0.7853 0.39
H 3.8379 0.0206 -0.4883 0.35
H 3.4187 1.7712 -0.8632 0.31
H 3.7410 1.2901 0.8750 0.29
H 0.6213 -2.4419 0.7653 0.23
H 0.4716 -2.2477 -0.9513 0.33
H 2.1805 -2.5788 -0.3907 0.35
H -0.9317 2.1761 0.8084 0.31
H -5.3298 0.1862 -0.6026 0.28
H -4.6031 -1.4769 -0.2583 0.28
H -2.1921 -1.2724 0.6330 0.25
```

---

<Q>
Formula: C7H12N3
Source: the Open Molecules 2025 dataset
Level of theory: ωB97M-V/def2-TZVPD

LUMO (spin up / spin down)	-4.79 / -3.99	eV
2S+1	1
gap between HOMO and LUMO (spin up / spin down)	0.23316 / 0.28099	Eh
total charge	+1

Geometry as XYZ:
```
22
Properties=species:S:1:pos:R:3:mulliken_charge:R:1
C 4.1847 0.5169 -0.1454 0.53
C 3.0027 0.1079 -0.0897 0.14
C 1.6452 -0.2479 -0.1345 0.51
C 5.4825 0.9415 -0.0578 -1.22
C 0.1945 0.4443 0.4569 -0.91
C -1.9621 -0.4621 0.3282 -0.09
C -3.9562 0.7059 -0.4566 -0.79
N 1.5300 -1.7396 -0.0854 -0.59
N -0.6718 -0.5337 0.5876 0.01
N -2.5871 0.6915 -0.1878 -0.15
H 1.1345 0.1975 -1.0559 0.13
H 6.2306 0.2797 -0.3687 0.28
H 5.7549 1.7962 0.4406 0.32
H -0.1423 1.3875 0.1879 0.46
H -2.5472 -1.1351 0.8623 0.34
H -4.4203 -0.0416 0.1460 0.32
H -4.3581 1.6770 -0.2352 0.31
H -4.2208 0.4612 -1.5523 0.28
H 2.3107 -2.1250 0.3191 0.20
H -0.2972 -1.4250 0.9356 0.43
H 1.0856 -2.2243 -0.9411 0.24
H -2.0165 1.3141 -0.7857 0.26
```

---

Which one sits at the top of the stability order? <P> does.